{
  "formula": "C4H4N2O",
  "method": "ωB97M-V/def2-TZVPD",
  "fmax_ev_per_a": 2.1,
  "smiles": "[H]/N=c1/cncco1",
  "orbital_gap_ev": 8.395,
  "mol_weight_g_mol": 96.09,
  "homo_energy_ev": -8.722,
  "relative_energy_ev": 2.361,
  "symbols": ["H", "N", "C", "C", "N", "C", "C", "O", "H", "H", "H"],
  "coordinates": [[2.70201, 1.17001, 0.16232], [2.43343, 0.25417, -0.18073], [1.24154, -0.04950, -0.05698], [0.49001, -1.29124, 0.03790], [-0.79990, -1.34271, 0.00309], [-1.60214, -0.24185, -0.07366], [-1.13080, 1.03333, -0.02491], [0.16813, 1.27560, 0.01687], [1.01190, -2.24417, 0.19762], [-2.66590, -0.43998, -0.07869], [-1.84827, 1.87635, -0.00283]],
  "lowdin_charge": [0.082, 0.165, -0.206, -0.103, 0.059, -0.161, -0.161, -0.020, 0.120, 0.095, 0.130]
}

---

{
  "formula": "C37H41N6ReSb",
  "method": "ωB97M-V/def2-TZVPD",
  "fmax_ev_per_a": 0.4,
  "spin_multiplicity": 2,
  "orbital_gap_ev": [6.139, 6.222],
  "s2": 0.761,
  "charge": 2,
  "mol_weight_g_mol": 877.74,
  "homo_energy_ev": [-12.796, -12.798],
  "relative_energy_ev": 0.000,
  "symbols": ["Re", "C", "C", "N", "C", "C", "C", "C", "C", "C", "C", "N", "C", "C", "C", "C", "C", "C", "C", "C", "N", "C", "H", "H", "H", "H", "H", "H", "H", "H", "H", "H", "H", "H", "C", "N", "C", "C", "C", "C", "C", "C", "C", "N", "C", "C", "C", "C", "C", "C", "N", "C", "C", "H", "H", "H", "H", "H", "H", "H", "H", "H", "H", "H", "H", "H", "H", "H", "H", "H", "H", "H", "H", "C", "Sb", "C", "C", "H", "H", "H", "H", "H", "H", "H", "H", "H"],
  "coordinates": [[0.54424, 0.52062, -0.13827], [-1.43912, -1.19627, 3.50281], [-1.30593, -0.60214, 2.24542], [-0.19665, -0.64820, 1.52136], [0.85737, -1.36980, 2.04017], [0.82397, -1.95377, 3.31913], [-0.37320, -1.84970, 4.05385], [1.97582, -2.62100, 3.79851], [3.09117, -2.69244, 3.01857], [3.10585, -2.14135, 1.71943], [1.99681, -1.51137, 1.22172], [1.81712, -0.94088, -0.06183], [2.03760, -1.74032, -1.21183], [3.05368, -2.62805, -1.45118], [3.08971, -3.36580, -2.65516], [2.12318, -3.21965, -3.60639], [1.06318, -2.30763, -3.39222], [0.01780, -2.09220, -4.31523], [-0.96777, -1.19087, -4.02076], [-0.91327, -0.49267, -2.80962], [0.05136, -0.65158, -1.91829], [1.03479, -1.57310, -2.19482], [-2.38109, -1.10849, 4.02422], [-2.14171, -0.05690, 1.84540], [-0.43917, -2.29603, 5.03818], [1.95749, -3.06101, 4.78664], [3.98114, -3.18274, 3.38792], [4.01477, -2.20562, 1.14265], [3.84919, -2.77601, -0.73981], [3.90532, -4.05752, -2.81453], [2.15317, -3.79373, -4.52286], [0.00542, -2.64343, -5.24727], [-1.78494, -1.00565, -4.70275], [-1.68200, 0.22224, -2.56578], [2.79474, 0.99290, -2.36598], [2.01648, 1.76343, -1.36467], [1.42242, 2.90806, -2.10543], [2.90059, 2.34905, -0.33793], [4.16318, 2.83360, -0.62224], [4.86770, 3.52415, 0.35455], [4.28705, 3.75750, 1.58887], [3.02383, 3.26495, 1.88279], [2.33204, 2.52865, 0.92848], [1.07778, 1.89615, 1.09023], [0.07338, 2.30504, 2.01364], [0.26982, 2.57400, 3.36260], [-0.81328, 2.90808, 4.16433], [-2.09037, 2.97118, 3.63352], [-2.30262, 2.65447, 2.29716], [-1.22842, 2.28596, 1.50991], [-1.33436, 1.91060, 0.08667], [-1.38103, 3.22068, -0.64274], [-2.61294, 1.24181, -0.27422], [3.45615, 1.65443, -2.92378], [2.10784, 0.54004, -3.07660], [3.38624, 0.22637, -1.87641], [2.21115, 3.44557, -2.63453], [0.96317, 3.59152, -1.40745], [0.69387, 2.53956, -2.82681], [4.61138, 2.69742, -1.59599], [5.85999, 3.89419, 0.13893], [4.82445, 4.32013, 2.33974], [2.59801, 3.45797, 2.85197], [1.25257, 2.48693, 3.79772], [-0.65515, 3.11702, 5.21351], [-2.92718, 3.25164, 4.25792], [-3.30685, 2.68759, 1.89889], [-2.32940, 3.70496, -0.40343], [-1.32066, 3.06318, -1.71693], [-0.58795, 3.87446, -0.29805], [-3.47634, 1.78494, 0.10589], [-2.64122, 0.20720, 0.05014], [-2.69447, 1.24947, -1.35672], [-4.57411, -3.81577, 0.49632], [-3.79157, -2.38513, -0.89003], [-4.10047, -3.54087, -2.66766], [-5.59465, -1.22714, -1.04629], [-5.47095, -4.27692, 0.08588], [-4.82910, -3.31756, 1.43098], [-3.83633, -4.58891, 0.70252], [-5.02481, -4.10943, -2.57941], [-3.27213, -4.22872, -2.82811], [-4.17834, -2.87686, -3.52835], [-6.41334, -1.86740, -1.37139], [-5.48121, -0.41481, -1.76391], [-5.84986, -0.80225, -0.07550]],
  "lowdin_charge": [1.645, -0.003, -0.092, 0.005, -0.140, -0.132, 0.043, -0.002, -0.031, 0.018, -0.196, -0.098, -0.221, 0.022, -0.028, 0.000, -0.137, 0.042, -0.018, -0.119, -0.029, -0.182, 0.125, 0.090, 0.138, 0.129, 0.123, 0.111, 0.104, 0.123, 0.129, 0.138, 0.123, 0.085, -0.052, -0.270, -0.041, -0.201, -0.007, -0.045, -0.044, 0.008, -0.193, -0.094, -0.213, -0.001, -0.044, -0.044, -0.015, -0.246, -0.256, -0.044, -0.098, 0.096, 0.093, 0.098, 0.112, 0.070, 0.095, 0.118, 0.120, 0.121, 0.096, 0.109, 0.120, 0.119, 0.118, 0.111, 0.088, 0.092, 0.095, -0.003, 0.073, -0.349, 1.216, -0.349, -0.346, 0.012, -0.002, -0.001, 0.011, -0.003, -0.004, 0.013, -0.005, 0.001]
}

---

{
  "formula": "C30H45FN5O13",
  "method": "ωB97M-V/def2-TZVPD",
  "fmax_ev_per_a": 0.6,
  "orbital_gap_ev": 8.755,
  "charge": 1,
  "mol_weight_g_mol": 702.71,
  "homo_energy_ev": -11.638,
  "relative_energy_ev": 0.000,
  "symbols": ["C", "O", "C", "C", "C", "C", "C", "N", "C", "N", "C", "C", "F", "N", "C", "C", "C", "N", "C", "C", "N", "H", "H", "H", "H", "H", "H", "H", "H", "H", "H", "H", "H", "H", "H", "H", "H", "H", "H", "H", "H", "H", "C", "C", "C", "O", "C", "O", "O", "H", "H", "H", "H", "H", "H", "C", "C", "C", "O", "C", "O", "O", "H", "H", "H", "H", "H", "H", "C", "C", "C", "O", "C", "O", "O", "H", "H", "H", "H", "H", "H", "C", "C", "C", "O", "C", "O", "O", "H", "H", "H", "H", "H", "H"],
  "coordinates": [[2.74645, -3.37111, -0.21528], [2.27005, -3.20350, -1.54065], [3.25328, -2.68359, -2.42750], [3.54858, -1.18812, -2.19935], [3.36028, -0.35537, -3.46507], [1.89137, -0.09626, -3.87496], [0.92550, -0.04382, -2.75217], [1.02359, 0.66014, -1.63230], [-0.08456, 0.38444, -0.92272], [-0.29493, 0.88532, 0.29427], [-1.39379, 0.61458, 1.21002], [-0.96993, 1.06317, 2.60099], [-1.98704, 0.74196, 3.48553], [-0.89355, -0.46456, -1.59765], [-2.15529, -1.08160, -1.34216], [-2.22117, -2.45738, -1.24374], [-3.45538, -3.03024, -0.98184], [-4.56787, -2.32008, -0.82221], [-4.48263, -1.00402, -0.94654], [-3.30044, -0.32517, -1.20730], [-0.21974, -0.73233, -2.76868], [2.20786, -2.71870, 0.48064], [3.81557, -3.16841, -0.13162], [2.55415, -4.40067, 0.09737], [2.90326, -2.86053, -3.44689], [4.17654, -3.26106, -2.31096], [4.59602, -1.08685, -1.90221], [2.97104, -0.81860, -1.35251], [3.91986, 0.57768, -3.42959], [3.78045, -0.92167, -4.29844], [1.55272, -0.82145, -4.61687], [1.82851, 0.87520, -4.37586], [0.43474, 1.51075, 0.60288], [-2.28434, 1.17692, 0.91785], [-1.63628, -0.44746, 1.25141], [-0.80995, 2.14413, 2.64350], [-0.06232, 0.54238, 2.91670], [-1.33610, -3.07150, -1.36197], [-3.54401, -4.10615, -0.88343], [-5.40313, -0.44059, -0.84226], [-3.28320, 0.75230, -1.31244], [-0.59129, -1.34626, -3.47664], [6.61564, 0.01338, -9.26045], [5.49761, 0.55642, -8.41155], [5.75633, 0.60093, -6.91813], [4.42571, 0.47726, -6.38814], [3.67951, -0.19397, -7.29441], [2.58785, -0.61507, -7.06318], [4.33899, -0.31308, -8.45619], [6.25571, -0.20716, -10.26402], [7.42100, 0.74349, -9.33187], [7.01331, -0.91034, -8.83876], [5.18018, 1.53743, -8.77406], [6.21557, 1.52170, -6.57023], [6.34269, -0.25617, -6.58013], [-4.19350, 2.83793, 3.57919], [-5.47451, 2.78043, 4.37144], [-6.75029, 2.63617, 3.56829], [-7.71141, 3.26895, 4.41795], [-7.06066, 4.18131, 5.17632], [-7.59151, 4.99247, 5.86116], [-5.71693, 4.03255, 5.04021], [-3.37708, 3.18439, 4.21126], [-3.94729, 1.85369, 3.19134], [-4.29042, 3.53838, 2.74625], [-5.41241, 2.00334, 5.13830], [-7.04177, 1.60675, 3.37726], [-6.70417, 3.18970, 2.62668], [-5.02978, 6.63538, 6.78930], [-5.06734, 7.05234, 8.23313], [-5.58637, 8.44656, 8.51310], [-4.90458, 8.78508, 9.72758], [-3.74570, 8.08349, 9.76162], [-2.86552, 8.26523, 10.53618], [-3.73622, 7.14764, 8.78244], [-4.42018, 5.74084, 6.67273], [-6.02552, 6.41941, 6.41205], [-4.58167, 7.41802, 6.17221], [-5.61545, 6.31692, 8.82912], [-6.66159, 8.49765, 8.66009], [-5.28445, 9.15655, 7.73927], [3.80391, -9.20294, -1.26478], [4.80549, -8.19867, -0.75991], [4.36668, -7.35571, 0.41944], [5.12680, -6.15323, 0.22960], [5.38436, -6.03583, -1.09490], [5.82740, -5.05785, -1.60802], [5.05394, -7.17058, -1.74327], [4.10366, -9.57791, -2.24204], [3.73439, -10.04386, -0.57565], [2.81688, -8.75052, -1.36996], [5.76185, -8.68347, -0.54721], [4.59378, -7.79283, 1.38764], [3.30428, -7.10443, 0.36639]],
  "lowdin_charge": [-0.100, -0.207, -0.207, -0.166, -0.171, -0.087, -0.261, 0.224, -0.277, 0.113, -0.146, -0.180, -0.043, 0.071, -0.214, 0.012, -0.105, 0.092, -0.112, -0.003, 0.202, 0.080, 0.096, 0.080, 0.125, 0.106, 0.120, 0.096, 0.116, 0.102, 0.113, 0.139, 0.159, 0.118, 0.133, 0.131, 0.131, 0.125, 0.120, 0.119, 0.126, 0.195, -0.016, -0.312, -0.077, 0.036, -0.570, 0.150, 0.099, 0.093, 0.095, 0.092, 0.160, 0.141, 0.141, -0.027, -0.318, -0.091, 0.073, -0.549, 0.164, 0.068, 0.093, 0.067, 0.091, 0.163, 0.139, 0.138, -0.023, -0.318, -0.090, 0.062, -0.568, 0.166, 0.079, 0.083, 0.062, 0.093, 0.161, 0.139, 0.137, -0.018, -0.320, -0.089, 0.054, -0.568, 0.151, 0.090, 0.092, 0.093, 0.088, 0.161, 0.141, 0.131]
}

---

{
  "formula": "C24H26N7O3Rh",
  "method": "ωB97M-V/def2-TZVPD",
  "fmax_ev_per_a": 0.5,
  "spin_multiplicity": 5,
  "orbital_gap_ev": [7.586, 4.070],
  "s2": 6.029,
  "charge": 2,
  "mol_weight_g_mol": 563.42,
  "homo_energy_ev": [-13.959, -14.007],
  "symbols": ["Rh", "C", "N", "C", "C", "N", "C", "C", "C", "C", "C", "C", "N", "C", "N", "C", "C", "C", "C", "C", "C", "N", "H", "H", "H", "H", "H", "H", "H", "H", "H", "H", "H", "H", "H", "H", "H", "C", "C", "C", "C", "C", "C", "O", "N", "C", "O", "N", "C", "O", "H", "H", "H", "H", "H", "H", "H", "H", "H", "H", "H"],
  "coordinates": [[-0.20828, -0.62455, -0.41660], [1.48494, 1.20021, 1.40374], [0.05542, 0.94967, 1.29651], [-0.70341, 0.42700, 2.43428], [-1.92390, -0.23258, 1.85034], [-2.09168, -0.33897, 0.54310], [-3.26516, -1.08183, 0.35807], [-3.89553, -1.49923, -0.80629], [-5.06392, -2.21899, -0.66314], [-5.59764, -2.50729, 0.60337], [-4.98221, -2.08939, 1.76379], [-3.80299, -1.37377, 1.60796], [-2.91707, -0.81072, 2.52961], [2.03893, 1.25259, 0.01500], [1.32490, 0.81633, -1.05620], [2.12770, 0.95356, -2.11330], [1.89799, 0.61194, -3.48090], [2.90286, 0.87279, -4.35248], [4.13191, 1.45552, -3.90837], [4.38291, 1.79936, -2.56326], [3.37365, 1.54023, -1.69371], [3.22397, 1.73913, -0.32908], [1.96847, 0.37215, 1.93013], [1.73764, 2.12655, 1.92956], [-0.42154, 1.76005, 0.91410], [-0.98965, 1.21151, 3.13839], [-0.09984, -0.30565, 2.97354], [-3.48769, -1.26315, -1.78094], [-5.58884, -2.56341, -1.54370], [-6.51875, -3.06974, 0.67094], [-5.40211, -2.31122, 2.73604], [-3.01826, -0.83635, 3.53227], [0.96518, 0.16442, -3.79505], [2.78191, 0.63932, -5.40106], [4.90951, 1.64138, -4.63937], [5.32728, 2.22919, -2.25726], [3.93886, 2.06958, 0.30322], [1.43795, -3.55764, 3.38319], [0.89437, -4.61239, 2.42411], [1.23378, -4.33902, 0.94569], [0.63225, -5.44143, 0.04812], [0.83311, -5.19839, -1.44431], [2.75011, -4.37133, 0.78488], [3.39891, -5.34315, 1.05472], [3.37965, -3.21540, 0.31777], [2.76939, -2.02175, 0.03383], [3.41637, -1.03008, -0.28987], [1.40869, -1.97681, 0.15454], [0.64973, -3.01237, 0.55526], [-0.57558, -2.78880, 0.58710], [1.16842, -3.80286, 4.40929], [1.02842, -2.56520, 3.16024], [2.52803, -3.49666, 3.33996], [-0.19119, -4.67713, 2.50356], [1.30760, -5.59025, 2.66992], [-0.42973, -5.51483, 0.28306], [1.10754, -6.37708, 0.34186], [0.32830, -4.28626, -1.77531], [0.42016, -6.02521, -2.01930], [1.89307, -5.12215, -1.70082], [4.38717, -3.25078, 0.22893]],
  "lowdin_charge": [1.196, -0.082, -0.115, -0.078, -0.304, 0.010, -0.222, -0.008, -0.052, -0.051, 0.009, -0.164, 0.206, -0.231, 0.072, -0.159, 0.055, -0.004, 0.069, 0.067, -0.135, 0.223, 0.149, 0.151, 0.144, 0.143, 0.130, 0.113, 0.116, 0.118, 0.124, 0.185, 0.132, 0.133, 0.139, 0.143, 0.203, -0.060, -0.152, -0.313, -0.154, -0.062, -0.396, 0.156, 0.229, -0.506, 0.050, 0.073, -0.463, 0.005, 0.087, 0.056, 0.087, 0.127, 0.134, 0.128, 0.132, 0.071, 0.087, 0.084, 0.176]
}